Entry 1:
This record from the Open Molecules 2025 dataset describes C40H55B11Br8ClLaNO5PSeSi as an isolated structure in a non-equilibrium geometry. The level of theory is ωB97M-V/def2-TZVPD.

XYZ file:
```
125
Properties=species:S:1:pos:R:3
B -1.548 -5.289 3.864
P -0.929 -1.274 -3.109
C 4.125 1.307 0.002
C -3.409 -2.405 -4.027
C 3.604 4.979 0.524
H 6.052 1.897 -1.881
C 0.770 4.827 -3.112
H 0.903 5.617 1.065
H -3.643 -4.910 -1.139
B -2.034 -5.617 6.726
Br 0.417 1.836 -1.535
C 2.211 4.220 -2.957
H 2.088 3.776 -5.004
B -1.989 -3.409 5.769
Br -0.115 -3.736 8.656
C -2.353 -2.474 -3.074
C -1.699 0.038 -4.114
C 2.297 4.174 0.255
H 2.653 2.665 1.946
H 3.522 -1.663 -4.924
H 0.665 0.004 2.773
C -1.208 0.285 -5.380
C -2.489 0.962 -3.444
H 0.219 4.504 -0.048
C -2.231 3.368 4.369
H -5.123 4.430 1.930
O -1.953 -2.224 11.009
C 1.024 -3.964 -5.339
H 4.180 4.833 -2.704
H 1.065 2.625 1.160
C 3.957 1.939 -1.376
H -5.076 5.100 4.035
C 2.531 -2.162 -4.936
H -1.958 -5.577 2.785
B 0.055 -6.137 4.449
Br -2.375 -2.299 2.935
C -4.138 4.643 3.735
C -4.471 -4.309 -2.899
C -3.164 3.265 2.113
C -3.463 -4.258 -1.976
H 3.532 2.979 -4.122
C 1.110 5.048 0.150
H 4.326 4.367 1.001
C 0.307 -2.067 -4.078
H -0.112 4.232 -3.017
C -2.389 -3.430 -2.094
H -0.803 -3.869 -4.477
C -2.598 2.302 -5.355
H 4.295 2.013 0.769
C 2.453 -2.517 -0.299
O -3.359 -0.860 -0.463
H -3.765 2.720 -3.654
H -0.110 -6.615 7.227
O -0.325 1.406 3.523
C -1.710 1.388 -6.059
H 4.089 5.302 -0.410
C 1.534 -1.534 -4.265
H 3.465 5.905 1.118
B -0.791 -4.235 6.929
H 3.260 0.718 0.336
H -5.152 -3.396 -4.713
H -1.405 1.655 -7.038
H -3.039 3.170 -5.867
C -2.183 2.853 2.984
H -3.412 4.350 5.797
H -2.747 0.756 -2.434
Br -3.237 2.901 0.200
C -3.020 2.064 -4.075
C 5.295 2.640 -1.708
C 0.085 -3.327 -4.600
C -1.213 1.639 2.691
C -1.155 -2.299 11.790
Br 2.525 -4.969 6.021
La -0.515 -0.559 0.086
H 3.153 6.100 -2.320
C 3.939 0.706 -2.341
H -3.452 -1.715 -4.815
H 1.853 -0.637 -3.703
C -4.408 -3.347 -3.926
H -2.884 -5.612 7.516
B -0.346 -3.376 5.136
C 3.293 5.303 -3.058
H -0.643 -0.534 -5.827
H 1.828 2.313 -4.110
H 3.391 5.730 -4.081
H 0.678 5.767 -2.602
H -3.628 -1.200 -1.355
H -2.584 -7.100 5.039
O 0.952 -0.447 1.982
Se 3.533 -3.846 -0.209
H 0.456 -7.167 4.204
H 4.797 0.100 -2.034
B -2.817 -4.918 4.844
H 4.956 0.644 -0.026
Br 0.302 -1.557 5.423
B -0.342 -5.914 6.441
H 3.844 0.965 -3.463
C 2.460 3.229 -4.140
B 0.225 -4.404 4.138
B 0.559 -4.880 5.712
Br 1.375 -4.062 2.422
H 1.365 3.825 2.185
Cl -1.085 -3.701 -1.024
C -3.217 4.279 4.706
C -4.200 4.214 2.433
C 1.914 3.246 1.432
H -5.260 -5.047 -2.894
Br -3.207 -2.236 6.723
C 2.313 -3.402 -5.480
H 3.158 -3.865 -5.946
H 3.014 0.130 -2.206
H 5.645 3.247 -0.906
H 5.275 3.280 -2.561
B -1.678 -3.633 4.285
C -1.860 -6.231 5.052
H -4.066 -0.168 -0.354
H -3.933 -4.649 4.093
H 0.750 5.157 -4.176
Si 2.443 3.232 -1.403
O -1.576 0.878 1.650
H 1.147 5.905 -0.622
H -1.474 3.070 5.097
H 1.567 -1.141 2.221
N 1.459 -1.916 -0.363
H 0.807 -4.932 -5.815
```

**Max |F|**: 6.98 eV Å⁻¹
**E_tot**: -26377.443150 Ha
**Total charge**: +2
**E_HOMO (spin up / spin down)**: -12.79 / -12.79 eV


Entry 2:
This record from the Open Molecules 2025 dataset describes C12H25N2O2P2Re as an isolated structure in a non-equilibrium geometry. The level of theory is ωB97M-V/def2-TZVPD.

XYZ file:
```
44
Properties=species:S:1:pos:R:3
Re -1.033 -1.011 -0.019
H -2.026 1.443 -4.042
C 1.891 2.084 2.547
H 6.099 1.240 -3.430
C 0.495 1.783 0.594
H -2.314 0.401 -2.346
H 1.815 3.430 0.858
H -0.774 -0.883 3.728
C 0.461 0.164 2.299
H 2.612 2.664 3.119
H -3.278 -2.510 2.168
N 0.066 0.568 1.065
C 0.087 -3.788 1.782
H 4.705 1.795 -3.677
H 0.773 -1.685 3.349
N -1.992 -3.510 -1.708
C -1.378 0.389 -1.770
O 1.151 0.987 -2.738
H -2.644 -1.005 0.337
C -2.388 -2.768 2.748
C -1.376 2.279 -3.743
H 1.666 0.490 4.011
H 1.037 0.048 -2.996
P -0.934 -2.282 1.764
H -1.146 2.832 -0.353
C -0.060 -1.109 2.917
H 0.704 2.677 -2.920
H 0.462 -1.644 -0.407
H -0.751 2.566 -4.594
C -0.126 2.494 -0.610
C -1.673 -2.597 -1.025
H -2.343 -3.852 2.896
H -0.542 -4.600 2.163
P -0.258 1.777 -2.341
H 0.978 -3.643 2.406
H -1.737 0.609 -0.669
H -2.396 -2.238 3.706
O 5.397 1.209 -4.039
C 1.369 0.900 3.048
H 0.451 3.335 -0.791
H 0.389 -4.019 0.753
C 1.450 2.500 1.303
H -0.907 -0.644 -1.943
H -1.981 3.124 -3.398
```

**2S+1**: 4
**Max |F|**: 4.33 eV Å⁻¹
**E_tot**: -1492.784335 Ha
**Energy relative to the best compared isomer or geometry (same formula, charge and spin)**: 40.73 kcal/mol
**Total charge**: +1
**Expectation value of S²**: 3.7753
**E_HOMO (spin up / spin down)**: -11.66 / -11.83 eV


Entry 3:
This record from the Open Molecules 2025 dataset describes the molecule C5H11NO4 in a non-equilibrium geometry. The level of theory is ωB97M-V/def2-TZVPD.

XYZ file:
```
21
Properties=species:S:1:pos:R:3
C 0.234 1.802 0.286
H -1.821 0.427 1.333
H 1.417 1.431 -1.158
O 1.918 -1.285 -0.853
O -1.098 1.268 -0.259
H -3.309 -1.200 -0.056
H 2.876 0.162 0.286
H -2.978 0.492 -0.575
N -2.496 -0.437 -0.499
H 1.382 -2.153 -1.160
H 0.095 2.807 -0.184
C 1.274 0.898 -0.344
H 0.553 -1.925 1.723
O 2.456 0.898 0.477
C -0.108 -0.951 0.370
C -1.425 0.010 0.392
C 0.752 -0.403 -0.754
H 0.000 1.560 1.053
H -0.406 -1.990 -0.056
O 0.396 -0.933 1.587
H 0.290 -0.477 -1.610
```

**Max |F|**: 18.71 eV Å⁻¹
**E_tot**: -552.595402 Ha
**Energy relative to the best compared isomer or geometry (same formula, charge and spin)**: 177.89 kcal/mol
**SMILES string**: N[C@@H]1OC[C@@H](O)[C@@H](O)[C@H]1O
**E_HOMO**: -9.20 eV


Entry 4:
This record from the Open Molecules 2025 dataset describes the molecule C4H9BO in a non-equilibrium geometry. The level of theory is ωB97M-V/def2-TZVPD.

XYZ file:
```
15
Properties=species:S:1:pos:R:3
H 0.765 1.315 -1.547
H 1.089 -1.527 -1.147
H 0.302 1.265 1.872
C -0.032 0.210 1.900
H 1.809 -1.405 0.510
C 0.925 -1.527 -0.079
C -1.002 0.226 -0.608
O -2.126 -0.035 -0.857
H 0.433 -0.188 2.822
B -0.075 -0.463 0.482
H -0.700 2.131 -1.335
H 0.731 -2.517 0.230
H -0.733 0.925 -2.744
H -1.064 0.365 2.241
C -0.322 1.224 -1.740
```

**Max |F|**: 3.79 eV Å⁻¹
**E_tot**: -257.858707 Ha
**Energy relative to the best compared isomer or geometry (same formula, charge and spin)**: 41.68 kcal/mol
**SMILES string**: CB(C)C(C)=O
**E_HOMO**: -8.67 eV